No. 1
An isolated molecule of C8H11IN2. Source: OMol25; level of theory: ωB97M-V/def2-TZVPD.

```
22
Properties=species:S:1:pos:R:3:lowdin_charge:R:1
C 1.326 0.308 -0.226 -0.47
C 2.162 -0.785 -0.242 -0.56
C 0.996 2.916 -0.049 -0.15
C 2.090 2.595 0.880 -0.13
C 1.826 1.722 -0.330 -0.33
C -1.701 -1.617 -0.071 -0.33
C -2.249 -1.866 -1.450 -0.01
C -2.215 -2.379 1.081 -0.05
N 0.043 0.063 -0.087 0.13
N -0.701 -0.871 0.227 0.11
I 4.185 -0.515 -0.121 0.79
H -0.003 2.742 0.354 0.10
H 1.047 3.802 -0.635 0.09
H 2.965 3.269 0.858 0.11
H 1.754 2.156 1.805 0.10
H 2.559 1.931 -1.057 0.09
H -1.899 -2.811 -1.895 0.10
H -2.145 -1.048 -2.132 0.08
H -3.251 -2.010 -1.358 0.04
H -2.650 -3.335 0.870 0.07
H -2.702 -1.590 1.755 0.12
H -1.437 -2.677 1.824 0.09
```

molar mass	262.09	g/mol
HOMO energy (spin up / spin down)	-7.484 / -7.486	eV

No. 2
An isolated molecule of C8H11N. Source: OMol25; level of theory: ωB97M-V/def2-TZVPD.

```
20
Properties=species:S:1:pos:R:3:lowdin_charge:R:1
C -0.410 2.191 -0.931 -0.05
C -0.497 0.938 -0.042 -0.39
C -1.346 -0.066 -0.780 -0.04
C -0.188 1.052 1.284 -0.05
C 0.232 -0.253 1.754 0.01
C 0.701 -0.881 0.618 -0.33
C 0.780 -2.319 0.443 -0.05
C 1.408 -0.186 -0.452 -0.25
N 2.150 0.154 -1.280 0.18
H 0.219 1.957 -1.804 0.08
H 0.321 2.895 -0.525 0.08
H -1.428 2.511 -1.075 0.08
H -0.631 -0.475 -1.571 0.12
H -2.118 0.468 -1.198 0.05
H -1.651 -0.876 -0.121 0.09
H -0.128 2.021 1.774 0.11
H 0.213 -0.779 2.673 0.11
H 1.601 -2.823 0.911 0.09
H 0.868 -2.659 -0.507 0.05
H -0.097 -2.871 0.831 0.10
```

molar mass	121.18	g/mol
HOMO energy	-8.604	eV

No. 3
The ion C8H11N2 with charge +1. Source: OMol25; level of theory: ωB97M-V/def2-TZVPD.

```
21
Properties=species:S:1:pos:R:3:lowdin_charge:R:1
C 1.065 1.631 0.441 -0.05
C 1.540 0.417 0.350 0.09
C -1.067 0.834 -0.113 -0.34
C 3.549 -0.529 -0.548 0.13
C -1.730 -2.181 0.579 0.08
C 2.493 -0.592 0.287 -0.14
C -0.855 -1.612 -0.247 -0.19
C -2.505 1.094 -0.402 0.03
N -0.482 -0.301 -0.171 0.11
N -0.273 1.888 0.198 0.10
H 1.667 2.471 0.762 0.15
H 4.307 -1.294 -0.540 0.08
H 3.699 0.305 -1.215 0.09
H -1.971 -3.225 0.490 0.07
H -2.230 -1.625 1.357 0.07
H 2.364 -1.438 0.956 0.12
H -0.331 -2.172 -1.009 0.12
H -3.015 1.405 0.510 0.10
H -2.604 1.894 -1.135 0.10
H -2.986 0.198 -0.784 0.09
H -0.635 2.830 0.235 0.17
```

total charge	+1
molar mass	135.19	g/mol
HOMO energy (spin up / spin down)	-12.956 / -12.955	eV

No. 4
The ion C8H11N2O2 with charge +1. Source: OMol25; level of theory: ωB97M-V/def2-TZVPD.

```
23
Properties=species:S:1:pos:R:3:lowdin_charge:R:1
C 3.613 -0.059 0.083 -0.01
N 2.252 0.207 -0.437 -0.14
C 2.253 0.030 -1.890 0.00
C 1.157 0.120 0.277 -0.03
O 0.030 0.308 -0.364 0.10
C -1.210 0.127 0.137 -0.21
C -2.125 1.203 0.005 0.04
C -3.449 1.095 0.455 -0.03
C -3.752 -0.187 0.952 -0.07
C -2.876 -1.205 1.079 0.02
N -1.534 -1.033 0.768 -0.15
O -0.559 -1.789 1.088 -0.04
H 4.439 0.399 -0.552 0.12
H 3.764 -1.196 0.114 0.14
H 3.693 0.554 1.024 0.12
H 1.287 -0.021 -2.401 0.10
H 2.879 -0.904 -1.951 0.11
H 2.971 0.836 -2.361 0.15
H 1.245 0.161 1.388 0.20
H -1.728 2.091 -0.519 0.14
H -4.382 1.778 0.461 0.15
H -4.853 -0.368 1.237 0.15
H -3.116 -2.147 1.408 0.12
```

total charge	+1
molar mass	167.19	g/mol
HOMO energy (spin up / spin down)	-12.286 / -12.288	eV

No. 5
The ion C8H11N2O3 with charge +1. Source: OMol25; level of theory: ωB97M-V/def2-TZVPD.

```
24
Properties=species:S:1:pos:R:3:lowdin_charge:R:1
C -1.136 -1.169 1.096 -0.20
C 0.638 2.270 -0.116 -0.14
C -1.079 -2.553 0.899 0.06
C -0.642 -3.122 -0.346 -0.48
C -0.355 0.727 -0.009 -0.31
C -0.465 -4.626 -0.343 0.01
C 1.545 3.827 -1.762 -0.06
C 1.519 3.366 -0.326 -0.12
N -0.220 1.659 -0.936 0.28
N -1.218 -0.329 2.260 0.15
O -0.481 -2.416 -1.308 0.10
O -0.840 -0.418 -0.054 0.22
O 0.438 1.354 0.964 0.15
H -1.366 -3.281 1.741 0.16
H 0.098 -4.827 0.529 0.08
H -1.434 -4.970 -0.077 0.08
H -0.206 -4.854 -1.429 0.13
H 1.795 4.847 -1.689 0.08
H 0.640 3.841 -2.187 0.04
H 2.204 3.327 -2.439 0.10
H 1.106 4.311 0.338 0.22
H 2.586 3.216 0.024 0.17
H -1.402 -0.715 3.189 0.13
H -1.726 0.535 1.982 0.13
```

total charge	+1
molar mass	183.19	g/mol
HOMO energy (spin up / spin down)	-12.869 / -12.868	eV

No. 6
The ion C8H11N2O3S with charge +1. Source: OMol25; level of theory: ωB97M-V/def2-TZVPD.

```
25
Properties=species:S:1:pos:R:3:lowdin_charge:R:1
C 3.476 -1.322 -1.489 -0.02
O 2.855 -0.021 -1.721 -0.21
N 1.472 -0.046 -1.453 0.07
C 1.220 1.226 -0.250 -0.08
N 2.206 1.739 0.321 0.24
S -0.607 1.792 -0.160 0.76
O -0.359 2.864 0.828 -0.30
O -0.948 2.069 -1.494 -0.22
C -1.452 0.444 0.480 -0.33
C -1.737 -0.532 -0.466 -0.03
C -2.573 -1.501 0.029 -0.05
C -3.006 -1.573 1.349 -0.01
C -2.675 -0.517 2.207 -0.05
C -1.887 0.489 1.794 -0.05
H 4.151 -1.238 -0.676 0.08
H 3.960 -1.768 -2.355 0.10
H 2.655 -1.905 -1.235 0.06
H 0.805 0.210 -2.169 0.10
H 3.107 1.495 0.008 0.13
H 2.079 2.275 1.250 0.21
H -1.549 -0.430 -1.469 0.09
H -2.885 -2.337 -0.535 0.11
H -3.697 -2.404 1.671 0.15
H -2.915 -0.468 3.282 0.13
H -1.697 1.459 2.252 0.13
```

total charge	+1
molar mass	215.25	g/mol
HOMO energy	-13.761	eV

No. 7
The ion C8H11N2O4 with charge -1. Source: OMol25; level of theory: ωB97M-V/def2-TZVPD.

```
25
Properties=species:S:1:pos:R:3:lowdin_charge:R:1
C -3.598 -0.161 -0.065 -0.44
C 0.168 -2.489 0.229 -0.65
C -0.032 1.225 0.404 -0.13
C -2.176 -0.225 0.039 -0.15
C -1.279 0.951 -0.341 -0.34
C -1.257 -0.132 -1.263 0.02
C 0.960 0.025 0.627 -0.37
C 0.819 -1.067 -0.279 -0.17
N 1.637 -1.146 -1.364 0.10
N 2.400 0.473 0.683 0.01
O -4.358 0.666 -0.607 0.03
O -0.484 -2.405 1.268 -0.04
O -4.172 -1.279 0.586 0.06
O 0.563 -3.447 -0.472 -0.06
H 0.630 1.855 -0.236 0.11
H -0.167 1.830 1.343 0.12
H -1.806 -0.930 0.764 0.09
H -1.779 1.887 -0.587 0.14
H -1.676 -0.002 -2.181 0.04
H 0.769 -0.247 1.722 0.15
H 1.262 -1.965 -1.963 0.15
H 2.336 -0.520 -1.735 0.09
H -3.587 -1.956 0.818 0.06
H 2.776 -0.168 1.385 0.07
H 2.308 1.477 1.067 0.09
```

total charge	-1
molar mass	199.19	g/mol
HOMO energy (spin up / spin down)	-3.552 / -3.550	eV

No. 8
A structure of composition C8H11N2S. Source: OMol25; level of theory: ωB97M-V/def2-TZVPD.

```
22
Properties=species:S:1:pos:R:3:lowdin_charge:R:1
C -3.040 -1.523 0.584 -0.13
C -1.817 -0.814 0.812 -0.26
C -3.770 -0.841 -0.377 -0.38
C -0.967 3.234 0.863 0.12
C 1.731 1.301 -0.863 -0.01
C -0.139 2.444 0.236 -0.06
C 2.156 -1.074 -0.125 -0.05
C 1.526 -0.128 -1.238 -0.17
N 0.872 2.096 -0.382 0.18
N -1.704 0.359 0.234 -0.34
S -3.001 0.600 -0.758 0.99
H -3.150 -2.415 1.095 0.08
H -0.914 -1.064 1.426 0.13
H -4.706 -1.279 -0.745 0.10
H -2.004 3.003 1.126 0.08
H -0.698 4.249 1.255 0.12
H 2.809 1.516 -1.100 0.18
H 3.050 -1.689 -0.507 0.11
H 1.419 -1.747 0.209 0.04
H 2.536 -0.449 0.785 0.11
H 2.011 -0.215 -2.134 0.09
H 0.565 -0.507 -1.312 0.08
```

total charge	+1
molar mass	167.26	g/mol
HOMO energy	-12.935	eV

Energy relative to the best compared isomer or geometry (same formula, charge and spin)? In order: 0.0, 54.8, 64.3, 103.3, 105.1, 122.3, 69.3, 51.5 kcal/mol.